(1)
A 12-piece molecular cluster, C28H83N3O19 overall at a distorted geometry, computed with wB97M-V/def2-TZVPD.

Geometry as ORCA input:
```
! RIJCOSX wB97M-V def2-TZVPD def2/J DEFGRID3
* xyz 0 1
C -8.068 17.107 15.154
O -8.469 17.819 13.995
C -9.616 17.163 13.422
C -9.358 16.779 11.923
C -8.838 18.013 11.143
N -10.466 16.150 11.313
H -7.922 16.038 15.048
H -8.786 17.213 16.009
H -7.102 17.509 15.513
H -10.010 16.330 14.050
H -10.459 17.892 13.431
H -8.525 16.075 11.910
H -9.746 18.667 10.984
H -8.508 17.725 10.169
H -8.085 18.626 11.626
H -10.860 15.468 11.909
H -11.179 16.819 10.997
C -6.106 14.408 17.881
O -6.502 15.688 17.531
C -5.952 16.781 18.303
C -6.684 17.127 19.592
C -8.172 17.469 19.316
N -5.916 18.263 20.169
H -6.702 13.967 18.681
H -5.043 14.351 18.174
H -6.162 13.771 17.001
H -4.856 16.541 18.554
H -6.172 17.625 17.696
H -6.533 16.346 20.343
H -8.779 17.580 20.215
H -8.601 16.855 18.508
H -8.096 18.482 18.845
H -6.527 18.821 20.833
H -5.161 17.876 20.757
C -2.811 21.843 18.834
O -2.834 21.051 17.677
C -4.022 20.242 17.413
C -5.000 21.205 16.709
C -6.377 20.579 16.463
N -4.392 21.505 15.434
H -3.198 21.201 19.717
H -3.528 22.660 18.728
H -1.796 22.223 18.984
H -3.698 19.417 16.805
H -4.500 19.835 18.322
H -5.058 22.085 17.386
H -6.910 20.418 17.415
H -6.324 19.643 15.869
H -7.032 21.314 15.835
H -4.846 22.352 15.059
H -3.373 21.691 15.544
O -1.882 13.569 13.929
C -2.604 12.940 12.924
C -2.828 13.804 11.735
O -3.547 15.020 12.122
H -2.369 14.347 14.148
H -2.034 12.009 12.630
H -3.518 12.536 13.462
H -3.408 13.226 10.959
H -1.842 14.052 11.326
H -3.217 15.788 11.653
O -2.722 13.448 19.794
C -1.775 14.486 19.566
C -2.224 15.842 19.192
O -2.787 15.774 17.854
H -2.820 12.851 19.021
H -1.225 14.530 20.485
H -1.090 14.126 18.826
H -1.356 16.426 19.245
H -2.983 16.310 19.890
H -2.472 16.458 17.178
O -4.690 20.449 13.006
C -5.922 20.036 12.523
C -6.339 21.133 11.506
O -6.169 22.389 12.085
H -4.706 20.592 13.961
H -5.864 19.052 11.970
H -6.687 19.904 13.316
H -7.359 21.082 11.023
H -5.691 21.050 10.661
H -5.249 22.337 12.443
O -2.502 17.434 15.874
C -3.324 17.159 14.795
C -4.542 16.246 15.087
O -4.203 14.871 15.442
H -1.820 18.116 15.634
H -3.731 18.047 14.375
H -2.799 16.701 13.923
H -4.974 16.244 14.050
H -5.136 16.747 15.833
H -3.954 14.894 16.379
O 0.826 16.863 14.580
C 1.849 16.154 15.234
C 1.307 14.909 15.953
O 0.965 13.992 14.886
H 0.297 16.204 14.127
H 2.619 15.766 14.472
H 2.361 16.924 15.815
H 0.396 15.345 16.428
H 1.893 14.474 16.738
H 0.051 13.767 14.915
O -2.048 17.214 10.864
C -2.499 18.603 10.972
C -1.897 19.212 12.244
O -0.478 18.967 12.137
H -1.104 17.294 11.161
H -2.163 19.076 10.063
H -3.574 18.578 10.998
H -2.291 18.731 13.144
H -2.244 20.233 12.362
H -0.258 19.046 13.056
O -0.436 19.189 15.006
C -0.308 20.132 16.126
C -0.346 19.361 17.464
O 0.110 20.258 18.511
H 0.229 18.446 15.038
H 0.550 20.787 15.997
H -1.227 20.710 16.140
H 0.312 18.454 17.524
H -1.369 19.066 17.750
H 0.855 19.903 19.028
C -2.307 10.391 16.935
O -3.103 11.508 17.420
H -2.722 9.400 17.057
H -2.180 10.553 15.843
H -1.329 10.482 17.380
H -3.952 11.285 17.017
C -6.442 13.562 12.882
O -5.803 12.933 13.963
H -5.967 14.476 12.501
H -6.589 12.856 12.057
H -7.462 13.758 13.187
H -5.095 13.447 14.359
*
```

Structure (SMILES)   COC[C@H](C)N.COC[C@H](C)N.COC[C@H](C)N.OCCO.OCCO.OCCO.OCCO.OCCO.OCCO.OCCO.CO.CO
Orbital gap   9.155 eV
Highest occupied orbital energy   -8.911 eV
Relative energy (zero: lowest compared OMol25 entry of this formula, charge and spin)   48.2 kJ/mol
E_LUMO   0.2 eV


(2)
A 11-piece molecular cluster, C28H83N5O11 overall at a distorted geometry, computed with wB97M-V/def2-TZVPD.

Geometry as ORCA input:
```
! RIJCOSX wB97M-V def2-TZVPD def2/J DEFGRID3
* xyz 0 1
C 1.986 -0.424 3.263
O 2.202 -0.178 4.634
C 3.556 0.078 4.933
C 3.666 0.416 6.421
C 3.013 1.771 6.673
N 5.071 0.432 6.870
H 2.653 -1.161 2.811
H 2.036 0.548 2.753
H 0.955 -0.743 3.114
H 4.215 -0.761 4.665
H 3.876 0.935 4.318
H 3.118 -0.373 6.942
H 3.521 2.529 6.072
H 3.113 2.074 7.716
H 1.959 1.713 6.411
H 5.596 -0.212 6.275
H 5.459 1.319 6.539
C 6.655 -2.206 -2.934
O 5.458 -2.151 -2.178
C 5.179 -3.305 -1.451
C 3.828 -3.169 -0.761
C 3.788 -1.966 0.185
N 3.503 -4.368 0.018
H 6.458 -2.775 -3.849
H 7.445 -2.645 -2.318
H 6.956 -1.207 -3.241
H 5.135 -4.174 -2.128
H 5.920 -3.585 -0.687
H 3.045 -2.959 -1.496
H 2.821 -1.803 0.654
H 4.124 -1.094 -0.380
H 4.534 -2.076 0.982
H 3.823 -5.232 -0.416
H 4.057 -4.336 0.871
C -4.350 2.748 -2.074
O -4.152 1.349 -2.322
C -4.129 0.609 -1.120
C -3.914 -0.871 -1.409
C -5.091 -1.512 -2.114
N -3.681 -1.515 -0.107
H -3.517 3.155 -1.496
H -5.314 2.888 -1.581
H -4.387 3.216 -3.058
H -3.282 0.945 -0.506
H -5.047 0.739 -0.536
H -3.011 -1.018 -2.018
H -4.874 -2.552 -2.375
H -5.236 -1.064 -3.106
H -6.044 -1.450 -1.592
H -2.828 -1.082 0.255
H -3.372 -2.476 -0.255
C -3.966 -5.015 -0.936
O -2.724 -4.328 -0.830
C -1.676 -5.166 -1.289
C -0.353 -4.430 -1.218
C -0.270 -3.432 -2.367
N 0.756 -5.417 -1.254
H -4.178 -5.188 -1.995
H -4.742 -4.361 -0.543
H -3.942 -5.949 -0.372
H -1.682 -6.112 -0.738
H -1.868 -5.441 -2.337
H -0.230 -3.942 -0.252
H -1.157 -2.807 -2.501
H -0.158 -3.975 -3.313
H 0.578 -2.748 -2.280
H 0.858 -5.701 -2.229
H 1.577 -4.836 -1.076
C -1.322 2.849 0.828
O -2.144 3.908 0.392
C -1.628 5.155 0.813
C -2.547 6.302 0.374
C -2.745 6.309 -1.130
N -2.133 7.607 0.857
H -0.358 2.785 0.312
H -1.854 1.919 0.614
H -1.202 2.851 1.915
H -1.487 5.205 1.900
H -0.635 5.274 0.345
H -3.508 6.058 0.841
H -1.828 6.509 -1.694
H -3.502 7.048 -1.382
H -3.003 5.300 -1.459
H -2.031 7.596 1.874
H -1.153 7.774 0.609
C -0.272 0.277 -1.522
C 0.348 -0.317 -0.292
O -0.676 -0.944 0.508
H 0.456 0.787 -2.155
H -1.126 0.941 -1.363
H -0.730 -0.479 -2.168
H 0.800 0.447 0.350
H 1.101 -1.066 -0.547
H -0.329 -1.781 0.867
C 3.226 1.866 -0.905
C 2.811 3.215 -0.341
O 3.668 3.616 0.745
H 3.257 1.059 -0.178
H 4.210 1.984 -1.367
H 2.536 1.621 -1.718
H 1.798 3.118 0.056
H 2.849 3.997 -1.102
H 4.404 4.081 0.337
C -0.852 -3.619 2.387
O 0.363 -3.097 1.863
H -1.046 -4.638 2.035
H -0.790 -3.718 3.478
H -1.726 -3.003 2.190
H 1.079 -3.663 2.164
C -0.553 3.941 -2.671
O -0.415 3.284 -3.912
H -0.436 3.255 -1.822
H 0.209 4.716 -2.605
H -1.537 4.413 -2.561
H -1.021 2.513 -3.928
C -2.639 0.428 -5.168
O -2.031 1.013 -4.045
H -3.528 -0.143 -4.881
H -2.968 1.160 -5.918
H -1.928 -0.222 -5.678
H -2.711 1.331 -3.415
C -3.007 0.202 2.950
O -1.593 0.353 2.933
H -3.491 0.569 2.046
H -3.274 -0.853 3.096
H -3.383 0.689 3.849
H -1.290 0.048 2.064
*
```

Structure (SMILES)   COC[C@H](C)N.COC[C@H](C)N.COC[C@H](C)N.COC[C@H](C)N.COC[C@H](C)N.CCO.CCO.CO.CO.CO.CO
Orbital gap   9.549 eV
Highest occupied orbital energy   -9.059 eV
Relative energy (zero: lowest compared OMol25 entry of this formula, charge and spin)   0.0 kJ/mol
E_LUMO   0.5 eV


(3)
A 11-piece molecular cluster, C28H83N5O15 overall at a distorted geometry, computed with wB97M-V/def2-TZVPD.

Geometry as ORCA input:
```
! RIJCOSX wB97M-V def2-TZVPD def2/J DEFGRID3
* xyz 1 2
C -2.751 19.121 -19.254
C -2.656 19.191 -20.787
C -2.550 17.851 -21.434
O -1.405 17.124 -21.045
C -1.617 15.674 -21.230
N -3.956 19.817 -21.262
H -2.792 20.098 -18.773
H -1.883 18.647 -18.797
H -3.604 18.516 -18.944
H -1.859 19.880 -21.065
H -2.502 18.036 -22.507
H -3.432 17.251 -21.208
H -2.269 15.519 -22.090
H -2.086 15.212 -20.362
H -0.631 15.234 -21.380
H -3.973 20.765 -20.914
H -3.958 20.037 -22.247
C -3.588 15.686 -24.551
C -4.619 16.208 -25.568
C -4.074 16.028 -27.030
O -3.001 16.928 -27.335
C -2.716 16.949 -28.801
N -5.920 15.543 -25.320
H -4.066 15.830 -23.582
H -2.581 16.100 -24.606
H -3.634 14.599 -24.609
H -4.841 17.252 -25.350
H -4.840 16.370 -27.727
H -3.819 14.987 -27.229
H -1.891 17.619 -29.044
H -3.497 17.268 -29.492
H -2.429 15.937 -29.086
H -6.479 16.095 -24.685
H -6.500 15.279 -26.103
C 4.246 11.650 -25.009
C 2.852 11.158 -24.630
C 2.342 11.997 -23.468
O 2.344 13.441 -23.791
C 1.875 14.211 -22.745
N 2.005 11.392 -25.847
H 4.909 11.709 -24.146
H 4.254 12.589 -25.562
H 4.676 10.878 -25.647
H 2.798 10.109 -24.339
H 2.880 11.825 -22.536
H 1.337 11.637 -23.246
H 0.893 13.950 -22.348
H 1.769 15.194 -23.203
H 2.602 14.285 -21.936
H 1.812 12.378 -25.948
H 2.348 11.073 -26.741
C -7.193 24.687 -20.754
C -7.689 23.213 -20.433
C -8.770 22.737 -21.444
O -8.343 22.784 -22.863
C -9.392 22.255 -23.656
N -6.524 22.353 -20.512
H -6.569 25.072 -19.947
H -8.001 25.419 -20.769
H -6.712 24.633 -21.731
H -8.184 23.152 -19.464
H -9.608 23.419 -21.299
H -9.123 21.724 -21.250
H -10.367 22.697 -23.451
H -9.480 21.170 -23.596
H -9.376 22.418 -24.734
H -6.903 21.456 -20.248
H -6.472 22.303 -21.520
C -8.396 17.009 -21.106
C -6.883 17.149 -21.430
C -6.532 17.992 -22.750
O -7.246 17.429 -23.786
C -7.696 18.365 -24.798
N -6.340 17.743 -20.235
H -8.486 16.478 -20.158
H -9.050 16.506 -21.818
H -8.839 17.925 -20.716
H -6.363 16.202 -21.576
H -5.494 17.708 -22.925
H -6.759 19.037 -22.536
H -8.261 17.912 -25.613
H -6.850 18.877 -25.256
H -8.241 19.188 -24.335
H -5.473 18.206 -20.469
H -6.847 18.531 -19.856
C -2.642 22.884 -23.727
C -1.985 21.405 -23.819
O -2.975 20.437 -23.986
O -1.666 23.838 -23.456
H -3.381 22.701 -22.947
H -3.126 23.125 -24.674
H -1.325 21.255 -22.965
H -1.247 21.364 -24.620
H -2.571 19.722 -24.485
H -1.527 23.955 -22.514
C -4.910 13.192 -18.214
C -5.404 14.251 -19.213
O -6.149 15.270 -18.568
O -5.972 12.281 -17.929
H -4.451 13.708 -17.370
H -4.170 12.526 -18.659
H -6.031 13.679 -19.898
H -4.654 14.701 -19.862
H -6.477 15.895 -19.219
H -6.669 12.903 -17.705
C 1.607 18.449 -21.938
C 1.736 17.834 -20.551
O 0.721 18.345 -19.696
O 0.700 17.745 -22.772
H 2.571 18.271 -22.415
H 1.493 19.532 -21.903
H 2.723 17.915 -20.096
H 1.524 16.765 -20.557
H -0.108 17.920 -19.930
H -0.155 17.710 -22.337
C -6.195 22.403 -16.729
C -4.786 21.835 -16.818
O -3.856 22.915 -17.183
O -6.512 23.226 -15.581
H -6.810 21.504 -16.703
H -6.369 22.998 -17.626
H -4.662 21.083 -17.597
H -4.427 21.385 -15.892
H -3.591 23.341 -16.364
H -6.320 22.651 -14.837
O 0.095 12.920 -20.243
H 0.180 13.598 -19.573
H 0.694 12.228 -19.963
O -3.892 22.721 -20.024
H -4.787 22.713 -20.366
H -3.994 22.895 -19.089
*
```

Orbital gap (alpha / beta)   7.582 / 2.247 eV
Highest occupied orbital energy (alpha / beta)   -10.293 / -10.293 eV
Expectation value of S²   0.754
E_LUMO (alpha / beta)   -2.7 / -8.0 eV


no.,E (a.u.)
1,-2710.2035
2,-2217.8598
3,-2518.4205